DFT (wB97M-V/def2-TZVPD) results for C15H13ClN2O2Zr as an isolated structure.

Last column: natural (NBO) charge in e.
Element x y z (Å)
1 Cl 0.1720 2.4771 0.1190  -0.31
2 C -1.5774 1.0507 3.3146  -0.32
3 C -1.9594 -0.2916 2.9599  -0.32
4 C -2.6936 -0.2272 1.7250  -0.35
5 H -1.8549 -1.1694 3.5986  0.29
6 C -2.7311 1.1414 1.2914  -0.09
7 C -2.0752 1.9280 2.3024  -0.26
8 H -2.0640 3.0196 2.3197  0.30
9 H -1.0552 1.3420 4.2294  0.29
10 H -3.2182 -1.0475 1.2279  0.29
11 C -3.4164 1.6454 0.0673  -0.65
12 Zr -0.4097 0.4307 1.2531  1.64
13 C 0.0451 -1.9568 1.9848  0.55
14 C 1.5570 0.9212 2.4676  0.54
15 O 0.2783 -3.0736 2.1449  -0.34
16 O 2.6015 1.2754 2.8166  -0.30
17 H -3.3795 0.9046 -0.7387  0.24
18 H -2.9425 2.5559 -0.3091  0.26
19 H -4.4716 1.8619 0.2774  0.28
20 N 3.1113 -1.5049 -0.7133  -0.47
21 C 2.2992 -1.1446 0.2949  0.25
22 N 1.1984 -0.5547 -0.1792  -0.65
23 C 1.3208 -0.5178 -1.5813  0.14
24 C 0.4572 -0.0396 -2.5708  -0.22
25 C 0.8398 -0.2207 -3.9084  -0.17
26 C 2.0581 -0.8549 -4.2406  -0.16
27 C 2.9251 -1.3199 -3.2353  -0.20
28 C 2.5244 -1.1276 -1.9232  0.09
29 H 4.0070 -1.9815 -0.6093  0.46
30 H 2.5337 -1.3106 1.3410  0.22
31 H -0.4631 0.4588 -2.2588  0.22
32 H 0.1904 0.1279 -4.7174  0.25
33 H 2.3233 -0.9823 -5.2931  0.26
34 H 3.8688 -1.8153 -3.4571  0.25

charge: +2
E_LUMO: -0.3436 Ha
orbital gap: 5.8 eV



DFT (wB97M-V/def2-TZVPD) results for one molecule with the formula C3H8O3.

Last column: natural (NBO) charge in e.
Element x y z (Å)
1 O 1.4651 1.1952 0.6695  -0.73
2 C 1.2110 0.2647 -0.3815  -0.09
3 C -0.3117 0.1643 -0.7009  0.04
4 O -1.0060 1.2701 -0.1457  -0.74
5 C -0.9067 -1.0975 -0.0868  -0.08
6 O -0.7490 -1.0396 1.3193  -0.73
7 H 1.2521 0.7488 1.5033  0.48
8 H 1.7662 0.6301 -1.2572  0.19
9 H 1.6031 -0.7294 -0.1121  0.18
10 H -0.4480 0.1505 -1.7944  0.17
11 H -0.3189 1.8511 0.2271  0.49
12 H -1.9669 -1.1939 -0.3642  0.17
13 H -0.3799 -1.9908 -0.4437  0.18
14 H -1.2103 -0.2238 1.5673  0.48

charge: 0
ΔE to the lowest compared entry with this formula, charge and spin: 27.31 kcal per mole
E_LUMO: 0.0285 Ha
orbital gap: 11.0 eV
SMILES string: OCC(O)CO



DFT (wB97M-V/def2-TZVPD) results for one molecule with the formula C5H8O4.

Last column: natural (NBO) charge in e.
Element x y z (Å)
1 C -1.0881 0.1249 -1.3583  -0.64
2 C -0.7720 -0.3044 0.0678  0.14
3 O -1.7595 -1.1356 0.6344  -0.70
4 C -0.5230 0.9630 0.9733  0.41
5 O -0.3020 2.0651 0.5543  -0.51
6 C 0.5619 -1.0077 0.2208  -0.50
7 C 1.7592 0.0440 0.5359  0.79
8 O 2.3209 0.1341 1.5917  -0.58
9 O 2.2305 0.5801 -0.5961  -0.69
10 H -1.9936 0.7312 -1.3751  0.21
11 H -1.2423 -0.7539 -1.9812  0.22
12 H -0.2604 0.7090 -1.7504  0.24
13 H -2.6275 -0.7487 0.4727  0.48
14 H -0.7242 0.7136 2.0280  0.13
15 H 0.5515 -1.6709 1.0834  0.25
16 H 0.8327 -1.5342 -0.6912  0.24
17 H 3.0359 1.0903 -0.4099  0.50

charge: 0
ΔE to the lowest compared entry with this formula, charge and spin: 19.13 kcal per mole
E_LUMO: 0.0220 Ha
orbital gap: 10.2 eV
SMILES string: C[C@](O)(C=O)CC(=O)O



DFT (wB97M-V/def2-TZVPD) results for C20H25AsNO4S6TcTe as an isolated structure.

Last column: natural (NBO) charge in e.
Element x y z (Å)
1 Tc 3.1849 -2.5000 1.1922  0.39
2 S 0.4259 -3.9396 -2.0733  -0.50
3 As 2.4144 -3.9264 -1.5822  0.84
4 S 3.1766 -1.9039 -0.9347  -0.11
5 S 3.0695 -4.5643 0.5048  0.00
6 S 3.6800 -4.8397 -3.1216  -0.03
7 O 3.3215 -0.4311 2.5408  -0.97
8 S 4.2424 -1.3142 3.2984  2.24
9 O 3.5270 -2.6026 3.4915  -0.94
10 O 4.9481 -0.7708 4.3972  -0.86
11 S 5.3961 -1.9131 1.6455  -0.09
12 C 0.4262 -1.9046 3.8136  -0.71
13 C 0.5914 -1.5194 2.3903  0.72
14 O -0.2259 -0.6301 1.8968  -0.70
15 N 1.4322 -2.0618 1.5416  -0.64
16 Te 0.4854 -0.4007 -0.0325  1.80
17 C 0.3538 1.6751 0.2494  -0.41
18 C -0.8453 2.3362 0.5572  0.01
19 C -2.1846 1.6528 0.6883  -0.64
20 C -0.7832 3.7119 0.7317  -0.17
21 C 0.4032 4.4240 0.6083  0.05
22 C 0.4398 5.9119 0.8123  -0.64
23 C 1.5708 3.7307 0.3006  -0.22
24 C 1.5754 2.3619 0.1161  0.02
25 C 2.8732 1.6536 -0.2016  -0.66
26 C -1.2830 -0.8207 -1.0927  -0.37
27 C -2.2231 -1.7738 -0.6935  -0.01
28 C -2.0805 -2.6059 0.5541  -0.65
29 C -3.3200 -1.9671 -1.5223  -0.16
30 C -3.4748 -1.2843 -2.7217  0.04
31 C -4.6626 -1.5354 -3.6110  -0.64
32 C -2.4787 -0.3940 -3.1119  -0.21
33 C -1.3695 -0.1492 -2.3207  -0.01
34 C -0.3006 0.8033 -2.8039  -0.65
35 H -0.2633 -1.2322 4.3131  0.26
36 H 1.4018 -1.9154 4.2966  0.29
37 H 0.0409 -2.9264 3.8473  0.27
38 H -2.1086 0.6541 1.1110  0.22
39 H -2.6725 1.5686 -0.2858  0.24
40 H -2.8400 2.2372 1.3323  0.24
41 H -1.6944 4.2431 0.9826  0.22
42 H -0.5475 6.3123 1.0323  0.23
43 H 0.8238 6.4109 -0.0788  0.24
44 H 1.1039 6.1678 1.6395  0.24
45 H 2.5042 4.2750 0.2107  0.22
46 H 3.6956 2.3638 -0.2528  0.25
47 H 2.8253 1.1463 -1.1684  0.22
48 H 3.1309 0.9261 0.5743  0.24
49 H -1.0556 -2.9638 0.6695  0.22
50 H -2.7173 -3.4867 0.4927  0.24
51 H -2.3687 -2.0475 1.4457  0.23
52 H -4.0668 -2.6974 -1.2302  0.22
53 H -5.4244 -2.1235 -3.1034  0.23
54 H -4.3548 -2.0791 -4.5063  0.24
55 H -5.1104 -0.5968 -3.9380  0.23
56 H -2.5630 0.1154 -4.0660  0.22
57 H -0.3909 0.9626 -3.8759  0.25
58 H 0.7092 0.4037 -2.6425  0.21
59 H -0.3638 1.7734 -2.3064  0.24

charge: +1
multiplicity: 2
ΔE to the lowest compared entry with this formula, charge and spin: 24.04 kcal per mole
E_LUMO (spin up / spin down): -0.1975 / -0.2159 Ha
orbital gap (spin up / spin down): 6.5 / 6.0 eV
⟨S²⟩: 0.75



DFT (wB97M-V/def2-TZVPD) results for one molecule with the formula C4H6N2.

Last column: natural (NBO) charge in e.
Element x y z (Å)
1 C -1.8821 -0.1369 0.0033  -0.64
2 C -0.3776 -0.0565 0.0071  0.12
3 C 0.3887 1.1473 -0.1196  -0.27
4 N 1.6785 0.5966 -0.1608  -0.55
5 C 1.6146 -0.7561 -0.1623  0.24
6 N 0.3905 -1.2061 -0.0268  -0.49
7 H -2.3364 0.8500 0.1445  0.23
8 H -2.2687 -0.8288 0.7592  0.22
9 H -2.1945 -0.5142 -0.9789  0.24
10 H -0.0897 0.9962 0.9973  0.28
11 H 2.5211 1.1525 -0.2026  0.42
12 H 2.4947 -1.3867 -0.2664  0.20

charge: 0
ΔE to the lowest compared entry with this formula, charge and spin: 56.11 kcal per mole
E_LUMO: 0.0362 Ha
orbital gap: 9.9 eV
SMILES string: Cc1c[nH]cn1



DFT (wB97M-V/def2-TZVPD) results for one molecule with the formula C4H6N2O2.

Last column: natural (NBO) charge in e.
Element x y z (Å)
1 C -2.1328 -0.8005 -0.1621  -0.42
2 N -1.2094 0.2087 0.3580  -0.44
3 N -0.0988 0.3006 -0.3788  0.01
4 C 0.7438 1.4069 -0.1506  0.02
5 C 1.9818 0.9343 0.0246  -0.39
6 C 1.9812 -0.5368 -0.0142  0.73
7 O 2.8649 -1.3193 0.0170  -0.56
8 O 0.6452 -0.8578 -0.1699  -0.38
9 H -1.6410 -1.7429 -0.1522  0.19
10 H -2.9360 -0.9550 0.5999  0.20
11 H -2.4592 -0.5029 -1.1689  0.21
12 H -0.9931 0.0466 1.3166  0.34
13 H 0.3354 2.3772 -0.2666  0.24
14 H 2.9180 1.4409 0.1472  0.24

charge: 0
ΔE to the lowest compared entry with this formula, charge and spin: 75.91 kcal per mole
E_LUMO: 0.0250 Ha
orbital gap: 10.1 eV
SMILES string: CNn1ccc(=O)o1



Number 1: M 379.96 g/mol, electronic energy -36630.560 eV. Number 2: M 92.09 g/mol, electronic energy -9382.618 eV. Number 3: M 132.12 g/mol, electronic energy -13504.254 eV. Number 4: M 836.35 g/mol, electronic energy -166160.771 eV. Number 5: M 82.11 g/mol, electronic energy -7223.158 eV. Number 6: M 114.10 g/mol, electronic energy -11317.750 eV.